(1)
Here is C44H46FeN10O3 as an isolated structure in a non-equilibrium geometry from OMol25. Energies are from ωB97M-V/def2-TZVPD.

Strongest force on any atom (Eh/bohr): 0.031
DFT total energy (eV): -101799.9394
Relative energy (zero: lowest compared OMol25 entry of this formula, charge and spin) (kJ/mol): 135.61
HOMO-LUMO gap (alpha / beta) (eV): 6.6241 / 5.6678
Multiplicity: 6
Net charge: +1

```
104
Properties=species:S:1:pos:R:3:mulliken_spin:R:1
Fe 1.4223 -0.3499 -0.1123 4.012
O 7.0112 3.8211 -1.5742 0.000
C 6.6837 3.5711 -0.4107 0.000
O 6.9875 3.9799 0.7129 0.000
C 5.5574 2.4183 -0.3443 0.002
C 5.0482 1.8734 -1.5063 -0.004
C 4.0241 0.9380 -1.4136 0.015
N 3.5221 0.5588 -0.2341 0.050
C 4.0179 1.0850 0.8931 0.047
C 5.0459 2.0182 0.8751 -0.003
C 3.3897 0.6209 2.1414 -0.002
C 3.7702 1.0826 3.4009 0.001
C 3.1088 0.6189 4.5195 0.000
C 2.1076 -0.3342 4.3688 0.003
C 1.7962 -0.7463 3.0906 0.016
N 2.4014 -0.2662 2.0027 0.046
C 3.3627 0.3949 -2.6107 0.038
C 3.8799 0.5664 -3.8940 0.004
C 3.1306 0.1749 -4.9857 0.000
C 1.8742 -0.3784 -4.7713 -0.001
C 1.4685 -0.5837 -3.4695 0.010
N 2.1961 -0.2279 -2.4111 0.075
H 5.4420 2.2267 -2.4483 0.001
H 5.4593 2.4662 1.7670 0.001
H 4.5645 1.8056 3.5020 0.000
H 3.3689 0.9864 5.5029 0.000
H 1.5876 -0.7465 5.2221 0.000
H 1.0249 -1.4907 2.9148 -0.005
H 4.8594 0.9971 -4.0359 0.001
H 3.5103 0.3049 -5.9898 0.000
H 1.2347 -0.6602 -5.5956 0.001
H 0.5182 -1.0597 -3.2547 0.007
C -4.0739 -0.4826 0.1996 0.001
C -4.5615 -1.0511 -1.1069 0.000
C -5.8572 -0.7999 -1.5461 0.000
C -6.3347 -1.3364 -2.7313 0.000
C -5.5168 -2.1437 -3.5064 0.000
C -4.2222 -2.4047 -3.0917 0.001
C -3.7435 -1.8634 -1.9036 0.001
N -2.4149 -2.1808 -1.4933 0.002
C -1.4112 -1.2793 -1.3144 0.115
N -1.6440 -0.0676 -1.8517 -0.024
C -0.9030 1.1280 -1.7650 -0.175
C 0.3067 1.2197 -1.1053 0.651
C 0.9572 2.4404 -1.0122 -0.190
C 0.4177 3.5662 -1.6149 0.041
C -0.7859 3.4632 -2.2965 -0.020
C -1.4693 2.2594 -2.3755 0.031
C -2.8037 2.1847 -3.0742 0.006
N -0.3002 -1.6085 -0.7136 0.126
C -0.2130 -2.8809 -0.0783 0.097
C -0.7291 -3.0367 1.2086 -0.061
C -0.6188 -4.2434 1.8795 -0.005
C -0.0011 -5.3157 1.2559 0.011
C 0.5057 -5.1665 -0.0268 -0.004
C 0.4103 -3.9632 -0.7154 -0.045
C 0.9456 -3.8165 -2.1129 0.004
H -4.9164 -0.2595 0.8520 0.000
H -3.5116 0.4430 0.0451 -0.001
H -3.4188 -1.1966 0.7030 0.000
H -6.5098 -0.1903 -0.9328 0.000
H -7.3516 -1.1360 -3.0412 0.000
H -5.8831 -2.5693 -4.4306 0.000
H -3.5708 -3.0360 -3.6834 0.000
H -2.2042 -3.1388 -1.2599 -0.002
H -2.5229 0.0073 -2.3413 0.001
H 1.8865 2.5379 -0.4612 0.016
H 0.9323 4.5154 -1.5443 0.002
H -1.2115 4.3443 -2.7604 0.000
H -3.0627 3.1597 -3.4795 0.001
H -3.6006 1.8952 -2.3817 0.000
H -2.7964 1.4746 -3.9063 0.000
H -1.2120 -2.1868 1.6784 0.000
H -1.0156 -4.3448 2.8813 0.000
H 0.0833 -6.2654 1.7668 0.000
H 0.9826 -6.0125 -0.5083 0.000
H 1.6002 -4.6494 -2.3662 0.000
H 1.4889 -2.8795 -2.2166 0.002
H 0.1338 -3.7989 -2.8444 0.000
C 3.4313 -3.1528 1.1683 0.002
O 2.8250 -2.3849 0.1241 0.039
H 4.5190 -3.1143 1.1023 0.001
H 3.0990 -4.1923 1.1273 0.000
H 3.1261 -2.7250 2.1171 -0.001
H 3.2636 -2.6103 -0.7025 -0.001
C -2.6599 4.0760 4.0921 0.000
C -3.2369 2.6621 4.0697 0.000
C -3.9401 2.3603 2.7477 0.000
C -2.1592 1.6123 4.3860 -0.001
N -1.1562 1.4975 3.3415 0.001
C -1.1293 0.6563 2.3002 0.014
N -0.0580 0.9159 1.5905 0.031
N 0.5750 1.9253 2.2225 0.017
N -0.0699 2.2777 3.2651 0.000
H -3.4462 4.8038 3.8938 0.000
H -1.8788 4.2004 3.3414 0.000
H -2.2294 4.3014 5.0687 0.000
H -3.9705 2.5761 4.8758 0.000
H -3.2671 2.4851 1.8960 0.000
H -4.7760 3.0460 2.6145 0.000
H -4.3384 1.3419 2.7372 0.000
H -2.6179 0.6305 4.5016 0.000
H -1.6419 1.8781 5.3068 0.000
H -1.8976 -0.0667 2.0847 0.001
```

(2)
Here is C29H35BO6PPt as an isolated structure in a non-equilibrium geometry from OMol25. Energies are from ωB97M-V/def2-TZVPD.

Strongest force on any atom (Eh/bohr): 0.034
DFT total energy (eV): -56142.3178
Relative energy (zero: lowest compared OMol25 entry of this formula, charge and spin) (kJ/mol): 45.08
HOMO-LUMO gap (eV): 6.4127
Net charge: -1

```
73
Properties=species:S:1:pos:R:3:lowdin_charge:R:1
Pt -0.0725 0.6541 -0.0130 1.034
O -1.9749 -0.1446 3.5672 -0.002
C -1.6168 -0.1011 2.3953 -0.718
O -0.5250 0.4617 1.9979 -0.222
C -2.5225 -0.7202 1.3183 -0.264
P -1.5672 -1.8950 0.2324 1.070
C -1.9138 -1.3658 -1.5025 -0.399
C -1.2642 -2.1160 -2.4832 -0.105
C -1.4612 -1.8589 -3.8285 -0.093
C -2.3113 -0.8337 -4.2226 -0.106
C -2.9476 -0.0702 -3.2575 -0.093
C -2.7507 -0.3325 -1.9082 -0.114
C -2.8171 -3.2915 0.2122 -0.363
C -4.1400 -3.1381 -0.2070 -0.095
C -5.0178 -4.2101 -0.2079 -0.099
C -4.5883 -5.4653 0.2096 -0.115
C -3.2791 -5.6334 0.6304 -0.108
C -2.4045 -4.5520 0.6323 -0.112
H -2.9272 0.1036 0.7292 0.051
H -3.3372 -1.2449 1.8117 0.080
H -0.5792 -2.8990 -2.1750 0.104
H -0.9426 -2.4464 -4.5770 0.094
H -2.4648 -0.6217 -5.2739 0.090
H -3.5968 0.7458 -3.5542 0.095
H -3.2370 0.3041 -1.1797 0.082
H -4.4810 -2.1671 -0.5481 0.102
H -6.0410 -4.0701 -0.5375 0.094
H -5.2717 -6.3060 0.2014 0.091
H -2.9380 -6.6077 0.9608 0.092
H -1.3796 -4.6790 0.9634 0.091
C 1.5787 1.3572 -2.3647 -0.295
O 0.3525 0.8683 -1.9420 -0.472
H 1.4537 1.8812 -3.3252 0.061
H 2.3088 0.5410 -2.5333 0.063
H 2.0469 2.0639 -1.6613 0.057
C 4.9831 0.2078 0.2134 -0.019
C 3.8565 -0.2712 1.1259 -0.467
C 4.2425 -0.0023 2.5772 -0.018
O 2.7100 0.5338 0.8304 0.056
B 1.6552 -0.2609 0.3975 -0.717
O 2.0230 -1.5885 0.3693 0.071
C 3.3636 -1.7480 0.8437 -0.466
C 3.2944 -2.6354 2.0822 -0.017
C 4.1479 -2.4684 -0.2497 -0.018
H 5.1392 1.2710 0.4014 0.087
H 4.7151 0.0914 -0.8355 0.084
H 5.9153 -0.3239 0.4138 0.084
H 4.5077 1.0514 2.6753 0.086
H 5.0996 -0.6083 2.8771 0.086
H 3.4043 -0.1987 3.2427 0.091
H 2.6591 -2.1911 2.8463 0.092
H 4.2874 -2.8216 2.4970 0.086
H 2.8490 -3.5883 1.7953 0.089
H 4.0361 -1.9505 -1.2012 0.087
H 3.7429 -3.4742 -0.3657 0.087
H 5.2084 -2.5423 -0.0023 0.085
C -3.0883 4.2103 -0.1097 -0.010
C -1.7715 3.5175 0.1747 -0.347
O -1.7783 2.2957 0.1324 -0.007
C -0.5972 4.3471 0.4918 -0.135
C -0.6713 5.7443 0.4042 -0.039
C 0.4257 6.5349 0.6868 -0.092
C 1.6286 5.9547 1.0713 -0.083
C 1.7111 4.5739 1.1835 -0.058
C 0.6139 3.7804 0.9046 0.008
H -3.8360 3.4524 -0.3222 0.082
H -2.9966 4.8809 -0.9658 0.085
H -3.4082 4.8017 0.7507 0.090
H -1.5955 6.2231 0.1084 0.099
H 0.3450 7.6121 0.6075 0.097
H 2.4871 6.5785 1.2857 0.099
H 2.6340 4.0998 1.4927 0.108
H 0.6873 2.7001 1.0099 0.080
```

(3)
Here is an isolated ion of composition C3H8N4 and charge +2 in a non-equilibrium geometry from OMol25. Energies are from ωB97M-V/def2-TZVPD.

Strongest force on any atom (Eh/bohr): 0.080
DFT total energy (eV): -9178.2057
Relative energy (zero: lowest compared OMol25 entry of this formula, charge and spin) (kJ/mol): 384.93
HOMO-LUMO gap (alpha / beta) (eV): 7.6684 / 7.1928
Net charge: +2

```
15
Properties=species:S:1:pos:R:3:nbo_charge:R:1
C 0.0903 -0.9059 -0.0804 -0.041
C -2.1687 0.0091 -0.0188 0.690
C 0.8868 1.3211 -0.1998 -0.144
N -1.1320 -0.5549 -0.0611 -0.304
N 1.1258 0.0543 -0.0550 -0.109
N -3.4324 0.1720 0.0828 -0.746
N 2.4622 -0.5070 0.1173 -0.504
H 0.2263 -1.9304 -0.2359 0.248
H 1.7152 2.0348 -0.0199 0.241
H 0.0278 1.8522 -0.6262 0.282
H -4.1144 -0.1090 -0.5966 0.470
H -3.8841 0.5588 0.9880 0.478
H 3.0340 -0.8879 -0.6604 0.495
H 2.2799 -1.3418 0.7021 0.471
H 2.8833 0.2347 0.6639 0.474
```

(4)
Here is a 3-piece molecular cluster, C27H47NO11 overall from OMol25. Energies are from ωB97M-V/def2-TZVPD.

Strongest force on any atom (Eh/bohr): 0.018
DFT total energy (eV): -52769.2648
HOMO-LUMO gap (eV): 9.5091
Net charge: 0

```
86
Properties=species:S:1:pos:R:3:lowdin_charge:R:1
C -0.6807 -2.5336 6.6545 -0.050
C -0.9717 -1.8217 5.3622 -0.275
C -1.9448 -0.8282 5.2944 -0.038
C -2.2126 -0.1713 4.1097 -0.034
C -1.5244 -0.4766 2.9402 -0.200
C -1.9418 0.2593 1.6811 -0.043
C -1.0603 0.2568 0.4303 -0.449
O -1.5448 1.2245 -0.4743 0.043
C 0.4307 0.4960 0.7094 -0.081
C 1.4476 -0.2083 -0.1965 -0.162
C 2.7471 -0.5714 0.5332 -0.166
C 3.4900 -1.7556 -0.0884 -0.255
O 3.3111 -2.9530 0.6722 -0.066
O -1.3184 -0.9243 -0.3964 0.096
C -1.5910 -2.1101 0.1210 -0.530
O -2.5813 -2.5036 0.6294 0.208
O -0.5017 -2.9639 -0.1438 0.119
C -0.6659 -4.2207 0.1712 -0.304
N -0.7126 -5.3420 0.4103 0.197
C -0.5494 -1.4673 3.0115 -0.038
C -0.2794 -2.1251 4.2000 -0.025
H -1.6086 -2.7363 7.1904 0.079
H -0.0389 -1.9393 7.3044 0.082
H -0.2001 -3.4926 6.4657 0.076
H -2.5077 -0.5674 6.1824 0.114
H -2.9861 0.5871 4.0946 0.118
H -2.0754 1.3145 1.9358 0.137
H -2.9293 -0.0970 1.3805 0.135
H -1.4203 2.0899 -0.0711 0.108
H 0.5738 1.5738 0.5963 0.132
H 0.6582 0.2788 1.7485 0.102
H 1.0284 -1.1124 -0.6263 0.095
H 1.6950 0.4446 -1.0344 0.120
H 3.4026 0.3005 0.5600 0.106
H 2.5296 -0.8587 1.5644 0.110
H 3.1427 -1.9205 -1.1116 0.117
H 4.5618 -1.5608 -0.1054 0.105
H 2.6764 -3.5219 0.2327 0.073
H 0.0329 -1.7437 2.1445 0.103
H 0.4864 -2.8908 4.2211 0.118
C -4.2681 -1.9179 -2.5044 -0.098
O -5.4977 -1.4042 -2.0473 -0.187
C -5.7222 -1.7201 -0.6826 -0.200
C -6.7926 -0.8314 -0.0969 -0.179
O -6.3225 0.4608 0.2586 -0.130
C -6.1711 1.3932 -0.7984 -0.187
C -7.4665 2.0357 -1.2364 -0.212
O -8.1947 1.1716 -2.0880 -0.193
C -9.5294 1.5876 -2.2508 -0.115
H -4.2283 -3.0106 -2.4162 0.094
H -4.1612 -1.6410 -3.5513 0.090
H -3.4412 -1.4780 -1.9357 0.075
H -4.7984 -1.5896 -0.1088 0.108
H -6.0362 -2.7702 -0.5991 0.133
H -7.1177 -1.2817 0.8431 0.128
H -7.6534 -0.7722 -0.7668 0.124
H -5.6595 0.9451 -1.6531 0.125
H -5.5338 2.1816 -0.3921 0.125
H -7.2393 2.9694 -1.7713 0.127
H -8.0628 2.2820 -0.3484 0.129
H -10.0655 1.5860 -1.2943 0.088
H -10.0108 0.8853 -2.9280 0.087
H -9.5861 2.5935 -2.6844 0.087
C 7.9617 5.0180 -2.2128 -0.113
O 7.6805 3.6680 -1.9273 -0.194
C 7.0843 3.5052 -0.6552 -0.212
C 6.4956 2.1216 -0.5112 -0.183
O 5.2379 1.9617 -1.1490 -0.138
C 5.2505 1.7894 -2.5574 -0.180
C 5.6481 0.4000 -2.9991 -0.208
O 7.0519 0.2374 -2.9532 -0.191
C 7.4313 -1.1165 -3.0384 -0.108
H 8.6536 5.4471 -1.4783 0.088
H 8.4249 5.0546 -3.1964 0.088
H 7.0454 5.6200 -2.2273 0.088
H 6.2907 4.2499 -0.5107 0.129
H 7.8429 3.6520 0.1271 0.129
H 6.2970 1.9583 0.5502 0.127
H 7.2091 1.3661 -0.8472 0.125
H 5.8757 2.5411 -3.0438 0.124
H 4.2163 1.9485 -2.8703 0.126
H 5.2931 0.2366 -4.0268 0.130
H 5.1614 -0.3362 -2.3451 0.114
H 7.0346 -1.6939 -2.1947 0.086
H 8.5182 -1.1537 -3.0137 0.089
H 7.0818 -1.5725 -3.9724 0.089
```

(5)
Here is a 2-piece molecular cluster, C3H9N2O overall in a non-equilibrium geometry from OMol25. Energies are from ωB97M-V/def2-TZVPD.

Strongest force on any atom (Eh/bohr): 0.098
DFT total energy (eV): -8273.1154
Relative energy (zero: lowest compared OMol25 entry of this formula, charge and spin) (kJ/mol): 574.91
HOMO-LUMO gap (eV): 8.5423
Net charge: +1

```
15
Properties=species:S:1:pos:R:3:nbo_charge:R:1
C -1.1700 0.6731 -1.7270 -0.135
C -0.9652 0.7725 -0.1979 -0.339
C 1.3956 -0.2174 0.6722 0.438
N 1.1168 -1.5697 0.6355 -0.746
N 1.1642 0.6577 1.7098 -0.713
O -2.1327 -0.0210 -0.8985 -0.490
H -1.7617 1.3129 -2.3109 0.203
H -0.6060 -0.0296 -2.2942 0.176
H -1.4334 1.6371 0.0413 0.145
H 2.1113 0.0497 -0.2365 0.251
H 1.7364 -2.0277 -0.0057 0.420
H 0.8010 -2.1250 1.4239 0.427
H 1.0534 1.6209 1.5936 0.433
H 0.5497 0.2486 2.4246 0.411
H -1.8594 -0.9820 -0.8302 0.521
```

(6)
Here is a 8-piece molecular cluster, C48H47BO16P overall in a non-equilibrium geometry from OMol25. Energies are from ωB97M-V/def2-TZVPD.

Strongest force on any atom (Eh/bohr): 0.036
DFT total energy (eV): -93253.3224
HOMO-LUMO gap (eV): 2.4521
Net charge: -1

```
113
Properties=species:S:1:pos:R:3:lowdin_charge:R:1
C 3.5586 -3.2951 3.8959 -0.083
C 3.0059 -2.7936 2.5571 -0.293
O 1.6806 -3.1894 2.2978 -0.173
C 0.6763 -2.2475 2.7459 -0.287
C 0.5626 -2.0251 4.2303 -0.352
P -1.1065 -1.0985 4.7459 0.416
B -2.2198 -2.7460 4.7328 -0.615
O -2.4109 -3.3671 5.9426 0.053
C -2.9127 -3.4086 3.4707 -0.204
C -2.3024 -4.8067 3.2713 -0.132
H 4.6212 -3.5511 3.8221 0.062
H 3.0081 -4.1937 4.1850 0.077
H 3.4375 -2.5698 4.7031 0.050
H 3.6128 -3.1968 1.7376 0.109
H 3.0809 -1.6976 2.4948 0.083
H -0.2574 -2.6452 2.3352 0.098
H 0.8580 -1.2916 2.2263 0.105
H 1.3665 -1.3581 4.5869 0.050
H 0.6480 -2.9667 4.7867 0.060
H -0.7766 -1.3809 6.1945 -0.051
H -0.3534 0.1592 4.8562 -0.053
H -1.4018 -0.7752 3.3023 -0.034
H -2.3858 -0.3440 5.1871 -0.046
H -1.6174 -3.2645 6.4946 0.046
H -4.0018 -3.4970 3.5893 0.089
H -2.7376 -2.7925 2.5817 0.072
H -2.6180 -5.2747 2.3317 0.061
H -1.2075 -4.7558 3.2502 0.064
H -2.5780 -5.4810 4.0862 0.066
C 1.4119 2.4961 1.4626 0.036
C 2.1408 2.4422 0.3498 0.020
C 3.4067 1.6737 0.3075 -0.376
O 4.0868 1.6251 -0.7034 0.062
C 3.8293 0.9629 1.5352 0.008
C 3.1052 1.0231 2.6488 0.013
C 1.8407 1.8040 2.7067 -0.382
O 1.1911 1.8566 3.7237 0.106
H 0.4795 3.0430 1.5260 0.125
H 1.8433 2.9439 -0.5642 0.101
H 4.7522 0.4011 1.4630 0.120
H 3.3807 0.5132 3.5638 0.122
C -0.0144 2.6198 8.3868 0.019
C -1.0145 3.4551 8.6447 0.008
C -2.4317 3.0491 8.4397 -0.397
O -3.3323 3.8288 8.6845 0.077
C -2.6834 1.6855 7.9345 0.015
C -1.6886 0.8397 7.6751 0.007
C -0.2745 1.2402 7.8906 -0.363
O 0.6470 0.4844 7.6698 0.087
H 1.0264 2.8871 8.5229 0.115
H -0.8615 4.4630 9.0105 0.113
H -3.7214 1.4210 7.7768 0.120
H -1.8301 -0.1599 7.2790 0.063
C 3.0001 0.8732 -4.4754 0.030
C 2.5451 1.7250 -3.5600 0.036
C 1.3189 2.5204 -3.8085 -0.370
O 0.8988 3.3046 -2.9829 0.103
C 0.6176 2.3230 -5.1028 0.029
C 1.0768 1.4805 -6.0256 0.022
C 2.3158 0.6908 -5.7772 -0.376
O 2.7458 -0.1039 -6.5942 0.079
H 3.8913 0.2784 -4.3193 0.125
H 3.0420 1.8787 -2.6092 0.089
H -0.2876 2.9019 -5.2427 0.113
H 0.5473 1.3188 -6.9567 0.082
C 0.4921 -3.1980 -7.1913 0.038
C 0.1176 -1.9312 -7.0449 0.039
C -1.2722 -1.4971 -7.3024 -0.353
O -1.5462 -0.3177 -7.2059 0.081
C -2.2620 -2.5196 -7.7125 0.025
C -1.8963 -3.7917 -7.8451 0.024
C -0.4920 -4.2320 -7.6004 -0.382
O -0.1757 -5.3932 -7.7397 0.105
H 1.5072 -3.5343 -7.0236 0.126
H 0.7909 -1.1359 -6.7632 0.084
H -3.2705 -2.1705 -7.8953 0.121
H -2.5855 -4.5717 -8.1430 0.120
C 3.0244 -1.7672 8.7958 0.017
C 2.0863 -2.1018 7.9132 0.027
C 1.3636 -3.3957 8.0212 -0.358
O 0.5169 -3.6895 7.2087 0.108
C 1.7179 -4.3000 9.1463 0.022
C 2.6584 -3.9595 10.0218 0.010
C 3.3852 -2.6650 9.9143 -0.394
O 4.2404 -2.3693 10.7260 0.081
H 3.5633 -0.8292 8.7477 0.121
H 1.7765 -1.4706 7.0916 0.097
H 1.1715 -5.2337 9.1977 0.119
H 2.9465 -4.5926 10.8520 0.115
C -3.1457 2.2202 -6.5104 0.024
C -3.1990 1.7753 -5.2580 0.031
C -4.0543 2.4367 -4.2388 -0.376
O -4.1130 2.0316 -3.1006 0.127
C -4.8449 3.6215 -4.6745 0.029
C -4.7875 4.0675 -5.9257 0.025
C -3.9331 3.3997 -6.9395 -0.340
O -3.8767 3.8119 -8.0827 0.057
H -2.5344 1.7413 -7.2656 0.087
H -2.6311 0.9158 -4.9238 0.123
H -5.4569 4.0841 -3.9105 0.124
H -5.3487 4.9271 -6.2700 0.120
C -1.7223 3.6750 -9.3960 0.021
C -1.7485 4.8699 -9.9796 0.031
C -0.5445 5.4303 -10.6457 -0.387
O -0.5673 6.5186 -11.1788 0.099
C 0.6941 4.6071 -10.6352 0.019
C 0.7237 3.4123 -10.0528 0.024
C -0.4828 2.8549 -9.3904 -0.354
O -0.4604 1.7657 -8.8563 0.079
H -2.5852 3.2404 -8.9017 0.061
H -2.6342 5.4921 -10.0019 0.122
H 1.5545 5.0436 -11.1265 0.119
H 1.6088 2.7889 -10.0257 0.121
```